Molecular formula: C4H6N2
Method: DFT, ωB97M-V with the def2-TZVPD basis set

Last columns: bonded neighbours and bond lengths (Å).
CARTESIAN COORDINATES (ANGSTROEM)
1 C -1.162 0.833 -0.091  C2 1.513, H7 1.094, H8 1.094, H9 1.097
2 C -0.571 -0.501 0.309  C1 1.513, N3 1.456, C4 1.492, H10 1.088
3 N 0.126 -1.465 -0.531  C2 1.456, C4 1.462, H11 1.012
4 C 0.903 -0.689 0.435  C2 1.492, N3 1.462, C5 1.451, H12 1.084
5 C 1.729 0.399 -0.054  C4 1.451, N6 1.158
6 N 2.355 1.291 -0.444  C5 1.158
7 H -0.693 1.272 -0.975  C1 1.094
8 H -2.239 0.747 -0.268  C1 1.094
9 H -1.020 1.533 0.742  C1 1.097
10 H -1.144 -1.011 1.079  C2 1.088
11 H 0.386 -1.157 -1.460  N3 1.012
12 H 1.329 -1.253 1.257  C4 1.084

Calculated values
HOMO-LUMO gap = 11.12 eV
ΔE to the lowest compared entry with this formula, charge and spin = 1.598 eV
Lowest unoccupied orbital energy = 0.978 eV
Maximum force = 0.0217 Eh/bohr
Electronic energy = -7223.99316 eV
Structure (SMILES) = C[C@H]1N[C@H]1C#N